Density functional theory data (ωB97M-V/def2-TZVPD) for 2 unconnected molecules or ions with the total composition C6H18N3S.

Each atom is followed by the atoms it is bonded to, with distances in Å.
Cartesian coordinates (Å):
1 N 0.8393 -1.2408 0.1277  C17 1.596, C19 1.352, H26 1.037
2 H 3.6436 -0.6362 1.8315  C25 1.121
3 N 1.9963 -0.2558 -1.7926  H4 1.030, H15 0.982, C19 1.392
4 H 2.1633 -0.3147 -2.8078  N3 1.030
5 H -3.2871 1.6247 -0.7052  C7 1.131
6 H -2.2694 1.3653 -2.1690  C7 1.120
7 C -2.2724 1.8426 -1.1553  H5 1.131, H6 1.120, C16 1.465, H27 1.035
8 H -0.8418 -1.7090 -1.5999  N9 0.984
9 N 0.0632 -1.6275 -1.9776  H8 0.984, C19 1.362, H22 1.079
10 H -3.1764 1.7187 2.6349  C12 1.104
11 H -0.2455 1.5076 -0.9086  C16 1.106
12 C -2.7662 0.9795 1.9254  H10 1.104, S13 1.895, H18 1.038, H28 1.037
13 S -1.1574 1.8101 1.3665  C12 1.895, C16 1.867
14 H 2.0912 0.4393 0.4979  C17 1.192
15 H 2.8669 -0.2162 -1.3393  N3 0.982
16 C -1.1839 1.2146 -0.4026  C7 1.465, H11 1.106, S13 1.867, H23 1.147
17 C 1.7554 -0.4746 1.1863  N1 1.596, H14 1.192, H24 1.123, C25 1.475
18 H -3.3998 0.7935 1.1251  C12 1.038
19 C 1.0219 -1.0534 -1.1983  N1 1.352, N3 1.392, N9 1.362
20 H 3.1819 -2.1268 0.9217  C25 1.057
21 H 2.5069 -1.7752 2.6046  C25 1.135
22 H -0.0189 -1.3091 -3.0056  N9 1.079
23 H -1.1969 0.0681 -0.3697  C16 1.147
24 H 1.0778 -0.0663 1.9839  C17 1.123
25 C 2.8429 -1.3838 1.5932  H2 1.121, C17 1.475, H20 1.057, H21 1.135
26 H 0.4518 -2.1589 0.4156  N1 1.037
27 H -2.1390 2.8649 -1.2440  C7 1.035
28 H -2.5475 0.1194 2.4615  C12 1.037

Calculated values
energy above the lowest of the compared OMol25 structures with the same formula, charge and spin	181.62	kJ/mol
HOMO	-11.50	eV
energy	-21812.5563	eV
largest force on an atom	4.8	eV/Å
charge	+1
multiplicity	1
Kohn-Sham gap	8.422	eV

Here are the natural (NBO) charges for atoms 1 to 8, given in e: atom 1 (N): -0.59, atom 2 (H): 0.24, atom 3 (N): -0.78, atom 4 (H): 0.43, atom 5 (H): 0.21, atom 6 (H): 0.20, atom 7 (C): -0.62, atom 8 (H): 0.42